The following is a quantum chemistry calculation of a structure of composition C24H34F4N4PdSeSi, from the OMol25 dataset.

Geometry as XYZ:
```
69
Properties=species:S:1:pos:R:3:mulliken_spin:R:1
Pd -0.70 0.00 0.32 1.1137
C -1.46 1.84 3.55 -0.0059
C -2.28 0.60 3.25 0.0008
N -2.54 0.35 1.82 0.0693
C -3.30 1.45 1.18 -0.0112
C -4.72 1.67 1.72 0.0034
C -3.20 -0.95 1.69 -0.0230
C -3.47 -1.36 0.25 0.0079
N -2.39 -0.92 -0.62 0.1976
C -2.35 -1.34 -1.92 -0.0364
C -1.38 -0.82 -2.82 0.0254
F -0.50 0.09 -2.36 0.0155
C -1.26 -1.21 -4.12 -0.0100
F -0.27 -0.65 -4.85 -0.0002
C -2.10 -2.13 -4.70 0.0141
C -3.08 -2.64 -3.88 -0.0055
F -3.94 -3.54 -4.36 -0.0001
C -3.21 -2.27 -2.55 0.0227
F -4.21 -2.87 -1.87 0.0005
H -0.56 1.85 2.93 0.0033
H -2.01 2.76 3.37 0.0009
H -1.16 1.83 4.60 -0.0005
H -3.24 0.64 3.79 0.0000
H -1.76 -0.28 3.62 0.0030
H -3.34 1.24 0.12 0.0009
H -2.73 2.36 1.31 0.0026
H -5.35 0.79 1.58 -0.0001
H -5.18 2.49 1.17 0.0000
H -4.72 1.93 2.78 -0.0003
H -4.14 -0.97 2.24 0.0002
H -2.55 -1.69 2.16 0.0094
H -4.43 -0.95 -0.08 0.0004
H -3.58 -2.44 0.27 0.0086
H -2.01 -2.44 -5.74 0.0009
C 2.70 2.49 1.84 0.0030
N 2.75 2.55 0.39 0.0128
C 1.68 2.60 -0.43 0.0075
Se -0.10 2.60 0.00 0.1097
N 2.17 2.62 -1.69 0.0071
C 3.56 2.59 -1.69 0.0015
C 4.50 2.60 -2.71 0.0034
C 5.83 2.56 -2.33 0.0001
C 6.21 2.51 -0.98 0.0021
C 5.26 2.51 0.03 0.0006
C 3.93 2.55 -0.36 -0.0023
H 1.66 2.55 2.14 -0.0015
H 3.26 3.32 2.27 -0.0005
H 3.12 1.55 2.19 0.0011
H 1.56 2.60 -2.48 -0.0008
H 4.21 2.63 -3.75 0.0000
H 6.60 2.56 -3.09 0.0002
H 7.26 2.48 -0.73 0.0002
H 5.55 2.47 1.08 0.0001
C 2.96 -3.09 0.66 0.0271
Si 1.26 -2.34 0.34 -0.0263
C 0.19 -2.78 1.83 0.0452
C 0.60 -3.22 -1.17 0.0216
C 1.40 -0.50 0.22 0.4768
H 2.88 -4.18 0.81 0.0031
H 3.43 -2.66 1.55 -0.0023
H 3.62 -2.92 -0.20 0.0006
H -0.52 -3.58 1.59 -0.0027
H -0.38 -1.91 2.18 -0.0220
H 0.81 -3.12 2.68 0.0043
H 0.89 -4.28 -1.09 0.0002
H 1.01 -2.83 -2.11 0.0000
H -0.49 -3.17 -1.24 -0.0062
H 1.80 -0.09 -0.71 -0.0422
H 1.94 -0.09 1.08 -0.0296
```

Calculated values
gap between HOMO and LUMO (spin up / spin down) = 6.83 / 6.22 eV
LUMO (spin up / spin down) = 0.308 / -0.612 eV
spin multiplicity = 3
ΔE to the lowest compared entry with this formula, charge and spin = 0.0 kJ/mol
electronic energy = -118973.0387 eV